# ClF4O4Sr4

A molecular structure, ClF4O4Sr4 in a non-equilibrium geometry (ωB97M-V/def2-TZVPD, OMol25).

net charge = +3
frontier orbital gap = 8.249 eV
molar mass = 525.9 g mol⁻¹
LUMO level = -11.2 eV

Each line ends with the Mulliken charge.
Element x y z (Å)
Sr -8.644 6.048 22.276  1.820
Sr -6.937 2.297 23.420  1.816
Sr -7.008 6.101 26.270  1.818
Sr -10.350 3.213 25.712  1.847
F -10.768 4.826 23.883  -0.835
F -7.556 7.213 24.163  -0.853
F -8.447 1.680 25.171  -0.878
F -8.163 4.412 24.425  -0.914
Cl -4.432 4.686 23.626  1.625
O -5.436 4.465 24.715  -0.696
O -4.436 3.482 22.798  -0.711
O -4.964 5.801 22.897  -0.532
O -3.162 4.908 24.143  -0.507

Forces on atoms 1 to 3 (eV/Å):
Sr -0.2 0.7 2.3
Sr 0.6 0.2 1.5
Sr 0.7 0.3 -2.5

=====

# ClFHOPS2

ClFHOPS2 in the gas phase in a non-equilibrium geometry (ωB97M-V/def2-TZVPD, OMol25).

SMILES = O[P@@](F)(=S)SCl
net charge = 0
frontier orbital gap = 7.917 eV
molar mass = 166.6 g mol⁻¹
LUMO level = -1.6 eV

Each line ends with the Mulliken charge.
Element x y z (Å)
O -0.071 1.643 0.008  -0.455
P 0.339 0.159 0.493  0.710
F 1.638 -0.103 -0.420  -0.214
S 0.511 -0.090 2.413  -0.277
S -0.857 -1.640 -0.540  -0.013
Cl -0.858 -2.184 -2.483  -0.120
H -0.701 2.214 0.530  0.371

Forces on atoms 1 to 3 (eV/Å):
O -0.4 -0.3 0.2
P 0.4 -0.8 -1.0
F -1.1 0.9 1.1

=====

# ClFHP

2 unconnected molecules or ions with the total composition ClFHP in a non-equilibrium geometry (ωB97M-V/def2-TZVPD, OMol25).

net charge = 0
frontier orbital gap (spin up / spin down) = 5.399 / 9.740 eV
molar mass = 86.4 g mol⁻¹
LUMO level (spin up / spin down) = -3.8 / -1.7 eV

Each line ends with the Mulliken charge.
Element x y z (Å)
F 0.919 -0.435 -0.062  -0.229
P 1.384 0.007 -1.589  0.237
Cl -0.208 -3.202 -1.045  -0.081
H 0.277 0.905 -1.778  0.072

Forces on atoms 1 to 3 (eV/Å):
F 0.6 0.6 -1.3
P -1.0 -0.6 1.5
Cl 0.1 0.2 -0.2

=====

# ClFOS

2 unconnected molecules or ions with the total composition ClFOS in a non-equilibrium geometry (ωB97M-V/def2-TZVPD, OMol25).

2S+1 = 3
net charge = 0
expectation value of S² = 2.006
frontier orbital gap (spin up / spin down) = 9.354 / 7.354 eV
molar mass = 102.5 g mol⁻¹
LUMO level (spin up / spin down) = 0.3 / -4.4 eV

Each line ends with the Mulliken charge.
Element x y z (Å)
O -0.782 1.558 -0.224  -0.320
F 1.472 -1.565 -0.016  -0.030
S -0.515 0.480 0.589  0.468
Cl -1.438 -1.161 -0.111  -0.118

Forces on atoms 1 to 3 (eV/Å):
O -1.3 5.1 -3.9
F -0.1 -0.1 -0.1
S 1.6 -4.1 4.3

=====

# ClFS2

2 unconnected molecules or ions with the total composition ClFS2 in a non-equilibrium geometry (ωB97M-V/def2-TZVPD, OMol25).

net charge = 0
frontier orbital gap (spin up / spin down) = 4.743 / 4.756 eV
molar mass = 118.6 g mol⁻¹
LUMO level (spin up / spin down) = -3.9 / -3.9 eV

Each line ends with the Mulliken charge.
Element x y z (Å)
F 0.969 0.615 -0.094  -0.135
S -0.336 1.367 0.400  0.127
S -0.313 -2.039 0.865  0.016
Cl 0.344 -2.407 -0.958  -0.008

Forces on atoms 1 to 3 (eV/Å):
F 0.8 0.3 -0.5
S -0.5 -1.5 0.5
S -0.4 1.1 -0.1

=====

# ClFS2

2 unconnected molecules or ions with the total composition ClFS2 in a non-equilibrium geometry (ωB97M-V/def2-TZVPD, OMol25).

net charge = 0
frontier orbital gap (spin up / spin down) = 6.666 / 6.672 eV
molar mass = 118.6 g mol⁻¹
LUMO level (spin up / spin down) = -3.1 / -3.1 eV

Each line ends with the Mulliken charge.
Element x y z (Å)
F 2.346 0.258 0.753  -0.189
S 1.422 -0.530 -0.365  0.172
S -1.328 -0.479 0.347  0.050
Cl -2.440 0.751 -0.735  -0.032

Forces on atoms 1 to 3 (eV/Å):
F -1.1 -0.6 -0.8
S -1.6 0.7 1.2
S 2.5 -0.3 -0.2